Entry 1:
{
  "formula": "C17H23N3OPS",
  "method": "wB97M-V/def2-TZVPD",
  "symbols": ["C", "C", "C", "C", "C", "C", "C", "C", "N", "C", "P", "C", "C", "C", "N", "C", "C", "N", "C", "S", "H", "H", "H", "H", "H", "H", "H", "H", "H", "H", "H", "H", "H", "H", "H", "H", "H", "H", "C", "C", "O", "H", "H", "H", "H", "H"],
  "coordinates": [[4.268, 1.436, -0.307], [4.123, 0.128, 0.494], [3.140, -0.869, -0.157], [3.730, -2.299, -0.206], [1.754, -0.883, 0.458], [1.514, -0.534, 1.813], [0.254, -0.584, 2.329], [-0.844, -0.983, 1.544], [-2.088, -1.011, 2.105], [-3.051, -1.419, 1.317], [-4.710, -1.519, 2.084], [-5.014, 0.091, 2.906], [-6.002, -1.641, 0.763], [-2.814, -1.780, -0.040], [-1.645, -1.762, -0.615], [-0.637, -1.337, 0.202], [0.687, -1.276, -0.311], [0.921, -1.671, -1.681], [0.458, -0.939, -2.543], [-0.267, -0.186, -3.691], [3.298, 1.894, -0.506], [4.827, 1.244, -1.222], [4.826, 2.145, 0.310], [3.886, 0.385, 1.526], [5.113, -0.333, 0.526], [3.041, -0.555, -1.198], [4.818, -2.273, -0.287], [3.485, -2.859, 0.699], [3.352, -2.816, -1.088], [2.323, -0.242, 2.466], [0.088, -0.331, 3.368], [-4.316, 0.229, 3.730], [-6.023, 0.079, 3.318], [-4.901, 0.943, 2.229], [-6.696, -0.804, 0.870], [-5.626, -1.598, -0.258], [-6.558, -2.558, 0.938], [-3.652, -2.129, -0.635], [0.840, 3.910, -3.306], [0.389, 3.254, -1.976], [0.453, 4.111, -0.954], [1.875, 4.256, -3.235], [0.785, 3.191, -4.144], [0.199, 4.759, -3.554], [1.024, 2.318, -1.885], [-0.630, 2.815, -2.200]],
  "mulliken_charge": [-1.278, -0.489, 0.775, -1.634, 0.408, -0.501, -1.165, 0.022, -0.481, 0.366, 0.012, -1.082, -1.049, -0.302, -0.513, 0.706, 0.421, -0.503, 0.450, -0.339, 0.283, 0.315, 0.415, 0.233, 0.265, 0.318, 0.464, 0.328, 0.372, 0.302, 0.422, 0.334, 0.367, 0.348, 0.316, 0.388, 0.310, 0.343, -1.020, 0.519, -0.903, 0.255, 0.224, 0.286, -0.373, 0.063],
  "e_tot_ha": -1640.59252,
  "largest_force_ha_per_bohr": 0.0284,
  "homo_energy_ev": -2.312,
  "charge": -1
}

=====

Entry 2:
{
  "formula": "C17H23NO4",
  "method": "wB97M-V/def2-TZVPD",
  "symbols": ["O", "C", "N", "H", "C", "C", "O", "O", "H", "H", "C", "C", "C", "C", "C", "C", "C", "H", "H", "O", "H", "H", "H", "H", "H", "C", "H", "H", "C", "C", "C", "C", "H", "H", "C", "H", "H", "C", "H", "H", "H", "H", "H", "H", "H"],
  "coordinates": [[-2.291, 1.108, -1.635], [-1.401, 0.303, -1.455], [-1.296, -0.421, -0.314], [-0.505, -1.030, -0.175], [-2.151, -0.198, 0.820], [-1.424, 0.506, 1.957], [-1.927, 0.800, 3.007], [-0.145, 0.763, 1.670], [0.280, 1.228, 2.408], [-2.953, 0.471, 0.479], [-2.764, -1.515, 1.343], [-1.680, -2.472, 1.753], [-1.183, -2.469, 3.050], [-0.147, -3.310, 3.413], [0.414, -4.173, 2.479], [-0.081, -4.187, 1.179], [-1.116, -3.344, 0.827], [-1.502, -3.372, -0.182], [0.356, -4.867, 0.465], [1.436, -5.014, 2.790], [1.669, -4.919, 3.721], [0.227, -3.300, 4.429], [-1.611, -1.803, 3.784], [-3.401, -1.273, 2.194], [-3.375, -1.949, 0.551], [-0.325, -0.008, -2.478], [-0.578, 0.527, -3.393], [-0.329, -1.080, -2.689], [1.063, 0.420, -1.988], [1.095, 1.878, -1.539], [2.472, 2.330, -1.052], [2.350, 3.850, -1.055], [3.317, 4.350, -1.037], [1.785, 4.171, -0.178], [1.558, 4.158, -2.332], [0.904, 5.018, -2.193], [2.241, 4.392, -3.150], [0.760, 2.880, -2.653], [-0.311, 3.069, -2.698], [1.071, 2.477, -3.618], [2.723, 1.927, -0.072], [3.237, 2.014, -1.764], [0.380, 2.005, -0.720], [1.782, 0.271, -2.798], [1.374, -0.211, -1.152]],
  "mulliken_charge": [-0.693, 0.500, 0.173, 0.240, -0.033, 0.225, -0.599, -0.371, 0.350, 0.479, -1.310, 0.135, -0.431, -0.650, 0.936, -0.780, -0.226, 0.409, 0.423, -0.552, 0.281, 0.275, 0.452, 0.469, 0.395, -1.031, 0.368, 0.398, -1.053, 1.227, -0.952, -0.565, 0.401, 0.268, -0.624, 0.298, 0.277, -0.958, 0.286, 0.326, 0.359, 0.316, -0.208, 0.481, 0.288],
  "smiles": "O=C(CCC1CCCC1)N[C@@H](Cc1ccc(O)cc1)C(=O)O",
  "e_tot_ha": -1017.36906,
  "largest_force_ha_per_bohr": 0.0129,
  "relative_energy_kj_mol": 36.3,
  "homo_energy_ev": -8.768,
  "charge": 0
}

=====

Entry 3:
{
  "formula": "C17H23NO4",
  "method": "wB97M-V/def2-TZVPD",
  "symbols": ["C", "C", "H", "H", "O", "C", "O", "C", "C", "C", "N", "C", "C", "C", "C", "C", "C", "C", "H", "H", "C", "O", "O", "C", "H", "H", "H", "H", "H", "H", "H", "C", "C", "H", "H", "H", "H", "H", "H", "H", "H", "H", "H", "H", "H"],
  "coordinates": [[5.467, 0.724, -4.581], [4.177, 0.452, -5.340], [4.340, -0.255, -6.156], [3.764, 1.387, -5.732], [3.200, -0.168, -4.501], [2.472, 0.633, -3.716], [2.563, 1.833, -3.708], [1.552, -0.179, -2.831], [0.274, 0.584, -2.495], [-0.666, -0.324, -1.695], [0.086, -1.363, -1.012], [-0.728, -2.198, -0.144], [-1.334, -1.469, 1.031], [-2.599, -0.895, 0.931], [-3.123, -0.159, 1.974], [-2.390, 0.017, 3.146], [-1.130, -0.564, 3.259], [-0.613, -1.298, 2.209], [0.362, -1.752, 2.308], [-0.566, -0.438, 4.169], [-2.990, 0.816, 4.238], [-4.082, 1.329, 4.189], [-2.184, 0.916, 5.309], [-2.696, 1.671, 6.395], [-3.625, 1.228, 6.762], [-1.932, 1.650, 7.168], [-2.899, 2.698, 6.083], [-4.102, 0.291, 1.904], [-3.178, -1.037, 0.030], [-0.093, -3.015, 0.210], [-1.523, -2.624, -0.764], [1.293, -0.836, -0.412], [2.299, -0.491, -1.523], [2.888, 0.377, -1.221], [2.981, -1.324, -1.693], [1.723, -1.599, 0.240], [1.087, 0.055, 0.204], [-1.367, -0.828, -2.369], [-1.252, 0.293, -0.994], [0.543, 1.470, -1.919], [-0.219, 0.923, -3.406], [1.306, -1.114, -3.338], [6.210, 1.135, -5.258], [5.851, -0.197, -4.148], [5.283, 1.440, -3.783]],
  "mulliken_charge": [-1.096, -0.262, 0.313, 0.327, -0.327, -0.099, -0.615, 1.009, -1.163, -0.476, 0.270, -1.921, 1.185, -0.275, -0.805, 0.403, -0.779, -0.516, 0.365, 0.449, 0.518, -0.612, -0.302, -0.652, 0.291, 0.227, 0.292, 0.447, 0.439, 0.536, 0.490, -0.542, -1.121, 0.381, 0.294, 0.346, 0.308, 0.382, 0.303, 0.263, 0.506, 0.238, 0.382, 0.289, 0.307],
  "smiles": "CCOC(=O)C1CCN(Cc2ccc(C(=O)OC)cc2)CC1",
  "e_tot_ha": -1017.33168,
  "largest_force_ha_per_bohr": 0.0101,
  "relative_energy_kj_mol": 134.5,
  "homo_energy_ev": -8.558,
  "charge": 0
}

=====

Entry 4:
{
  "formula": "C17H24BIN2O2S",
  "method": "wB97M-V/def2-TZVPD",
  "symbols": ["C", "C", "C", "N", "B", "N", "O", "C", "S", "C", "C", "C", "C", "C", "C", "O", "C", "C", "C", "C", "C", "C", "C", "H", "H", "H", "H", "H", "H", "H", "H", "H", "H", "H", "H", "H", "H", "H", "H", "H", "H", "H", "H", "H", "H", "H", "H", "I"],
  "coordinates": [[2.666, 1.112, 0.664], [1.175, 1.509, 1.088], [0.750, 1.453, 2.599], [-0.597, 1.850, 3.056], [-0.916, 1.815, 4.536], [-1.265, 3.118, 5.248], [-0.873, 0.624, 5.349], [-1.612, 2.286, 2.073], [-3.301, 2.785, 2.669], [-1.316, 2.384, 0.534], [-2.499, 2.884, -0.419], [0.141, 1.987, 0.018], [0.405, 2.156, -1.543], [0.582, 0.784, -2.361], [-0.052, 1.057, -3.848], [0.040, -0.388, -1.709], [0.202, -1.489, -2.631], [0.349, -2.919, -1.918], [0.012, -3.240, -0.420], [0.203, -4.773, 0.067], [0.701, -5.918, -0.891], [1.035, -5.583, -2.395], [0.851, -4.100, -2.857], [2.749, 0.554, -0.328], [3.091, 0.463, 1.527], [3.285, 2.090, 0.699], [1.479, 1.135, 3.431], [-0.542, 3.325, 5.971], [-2.137, 3.013, 5.794], [-0.438, 0.870, 6.207], [-3.746, 1.892, 3.639], [-2.362, 2.483, -1.494], [-3.525, 2.481, -0.073], [-2.561, 4.034, -0.391], [-0.373, 2.808, -2.090], [1.404, 2.739, -1.645], [1.713, 0.590, -2.525], [-1.169, 0.830, -3.899], [0.205, 2.158, -4.111], [0.577, 0.430, -4.592], [-0.722, -1.581, -3.329], [1.154, -1.371, -3.288], [-0.388, -2.430, 0.280], [-0.033, -5.103, 1.149], [0.846, -7.006, -0.565], [1.396, -6.344, -3.168], [1.066, -3.865, -3.970], [2.348, -3.588, -0.138]],
  "mulliken_charge": [-1.209, 0.622, -0.395, -0.084, 0.618, -0.593, -0.591, 0.142, -0.236, 0.179, -1.469, 0.380, -1.277, 0.539, -1.370, -0.198, -0.484, 0.252, -0.397, -0.262, -0.336, -0.502, -0.410, 0.188, 0.350, 0.299, 0.274, 0.258, 0.235, 0.321, 0.160, 0.270, 0.448, 0.300, 0.511, 0.325, 0.364, 0.275, 0.430, 0.359, 0.238, 0.334, 0.341, 0.295, 0.275, 0.303, 0.231, -0.304],
  "e_tot_ha": -1642.42760,
  "largest_force_ha_per_bohr": 0.1278,
  "homo_energy_ev": -4.016,
  "charge": 0
}